Formula: C4H12
Source: the Open Molecules 2025 dataset
Level of theory: ωB97M-V/def2-TZVPD

The total energy comes out at -159.54247 a.u. For the HOMO-LUMO gap, the calculation gives 12.006 eV. The value obtained for the lowest unoccupied orbital energy is 1.13 eV. The charge is 0. The calculation puts the energy relative to the best compared isomer or geometry (same formula, charge and spin) at 111.6 kJ/mol. Its SMILES is CC.CC.

Atoms and positions in Å:
C  -0.775  -0.035  -1.849
C  0.423  -0.248  -2.675
H  -0.466  -0.019  -0.771
H  -1.352  0.859  -2.002
H  -1.427  -0.887  -1.958
H  0.119  -0.318  -3.715
H  0.934  0.756  -2.671
H  1.085  -1.054  -2.330
C  -0.236  -0.239  2.864
C  0.654  0.379  1.732
H  -0.655  0.744  3.161
H  -0.952  -0.886  2.327
H  0.227  -0.697  3.613
H  0.568  -0.346  0.893
H  0.279  1.297  1.269
H  1.573  0.694  2.112